*P*
The following is a quantum chemistry calculation of a 2-piece molecular cluster, C2H6NP overall, from the OMol25 dataset.

```
10
Properties=species:S:1:pos:R:3:mulliken_charge:R:1
C 0.8017 0.7700 0.5892 -1.04
C -0.0361 -0.8728 -1.1432 -0.65
N -2.0331 -1.3664 0.5212 -0.55
P -0.5022 -1.7596 0.3209 0.14
H 1.7126 0.3560 0.4766 0.49
H 0.4755 1.6942 0.0028 0.27
H 0.2136 0.5955 1.4082 0.37
H 0.9952 -0.9556 -1.5278 0.36
H -0.8193 -0.6974 -1.7873 0.37
H -2.3807 -1.9418 1.3371 0.23
```

- HOMO energy (alpha / beta) (eV) = -8.706 / -8.655
- frontier orbital gap (alpha / beta) (eV) = 8.32 / 7.76
- LUMO energy (alpha / beta) (eV) = -0.4 / -0.9



*Q*
The following is a quantum chemistry calculation of a 3-piece molecular cluster, C2H6NP overall, from the OMol25 dataset.

```
10
Properties=species:S:1:pos:R:3:mulliken_charge:R:1
H 0.1079 1.8462 -2.4354 -0.03
H 0.6772 1.4765 -2.7946 0.03
C 1.1460 -1.5962 -0.7668 0.10
N 0.1424 -1.0642 -0.7967 -0.43
H 2.1128 -2.0099 -0.5945 0.28
C -0.7184 0.5833 0.9636 -0.43
P -0.8162 -0.8549 1.7787 -0.10
H -1.1127 1.4144 1.5850 0.26
H -0.4343 0.7051 -0.0390 0.34
H -1.1047 -0.5003 3.0997 -0.01
```

- HOMO energy (eV) = -9.129
- frontier orbital gap (eV) = 9.69
- LUMO energy (eV) = 0.6
- SMILES = [H][H].C#N.C=P



According to the calculations, the structures order from most to least stable as *Q*, *P*.